Computed, not measured: a cluster of 2 separate species, C3H11NP in total, with ωB97M-V/def2-TZVPD.

As for the charge: +1. The value obtained for the energy above the lowest of the compared OMol25 structures with the same formula, charge and spin is 269.5 kJ/mol. The lowest unoccupied orbital energy is -5.6 eV. The frontier orbital gap is 10.85 eV. Its strongest force on any atom is 0.0142 Eh/bohr. The calculation puts the calculated total energy at -14060.453 eV.

Each line ends with the Löwdin charge.
Cartesian coordinates (Å):
C: -2.6286 -0.3856 1.0397  -0.171
C: 2.5912 0.6570 0.3033  -0.031
C: -0.8762 -0.6589 -1.4305  -0.170
N: -1.7236 1.9645 -0.1492  -0.087
P: -1.6968 0.4505 -0.2473  0.951
H: -3.4114 -1.0081 0.6020  0.073
H: -3.0712 0.3712 1.6873  0.071
H: -1.9766 -1.0370 1.6239  0.073
H: 3.2131 0.1812 1.0486  0.026
H: 2.1375 1.5442 0.7300  0.017
H: 3.2010 0.9365 -0.5446  0.025
H: -0.1200 -1.2462 -0.9036  0.061
H: -0.3990 -0.0989 -2.2338  0.070
H: -1.6006 -1.3596 -1.8463  0.070
H: 1.8156 -0.0309 -0.0164  -0.021
H: -1.2726 2.5906 -0.7956  0.042



Computed, not measured: a cluster of 2 separate species, H3N2O2S in total, with ωB97M-V/def2-TZVPD.

As for the charge: -1. The value obtained for the energy above the lowest of the compared OMol25 structures with the same formula, charge and spin is 301.2 kJ/mol. The lowest unoccupied orbital energy is 4.3 eV. The frontier orbital gap is 7.92 eV. Its strongest force on any atom is 0.0772 Eh/bohr. The calculation puts the calculated total energy at -17956.678 eV.

Each line ends with the Löwdin charge.
Cartesian coordinates (Å):
N: 0.8841 -0.2928 0.6482  -0.189
N: 0.3713 -0.7264 -0.5227  -0.336
O: -2.3272 -0.7389 0.2651  -0.603
O: -0.9986 1.2724 0.2946  -0.591
S: -1.3615 0.1306 -0.5197  0.538
H: 0.9181 0.6921 0.8803  0.051
H: 1.8337 -0.5682 0.6944  0.039
H: 0.6800 0.2312 -1.7402  0.091



Computed, not measured: a structure of composition C47H46IMgP2, with ωB97M-V/def2-TZVPD.

As for the charge: +1. The value obtained for the energy above the lowest of the compared OMol25 structures with the same formula, charge and spin is 54.8 kJ/mol. The lowest unoccupied orbital energy is -2.7 eV. The frontier orbital gap is 7.72 eV. Its strongest force on any atom is 0.0444 Eh/bohr. The calculation puts the calculated total energy at -81603.224 eV.

Each line ends with the Löwdin charge.
Cartesian coordinates (Å):
Mg: 16.9720 15.1751 9.6785  0.492
C: 14.5356 19.3992 8.9940  -0.036
C: 15.7420 19.2107 9.9243  -0.163
C: 15.5904 18.8064 11.2731  -0.170
C: 14.2167 18.7914 11.9843  -0.032
C: 16.7273 18.4034 12.0245  -0.181
C: 16.5178 17.7394 13.3799  -0.046
C: 18.0436 18.7050 11.5508  -0.176
C: 19.3192 18.3444 12.2840  -0.047
C: 18.1572 19.4325 10.3039  -0.213
C: 19.4660 20.1260 9.9276  -0.051
C: 17.0476 19.5396 9.4598  -0.220
C: 17.2281 20.0088 8.0461  -0.053
H: 13.6860 18.9212 9.4558  0.034
H: 14.6914 18.8511 8.0671  0.068
H: 14.2733 20.4319 8.7213  0.100
H: 13.4104 19.2445 11.3884  0.073
H: 14.3415 19.3871 12.9180  0.101
H: 13.9146 17.7878 12.2996  0.061
H: 15.5099 17.2990 13.4140  0.048
H: 16.6115 18.4570 14.1817  0.092
H: 17.2357 16.9480 13.5687  0.067
H: 19.7249 19.1726 12.8693  0.092
H: 20.1025 18.0598 11.5870  0.068
H: 19.1719 17.4860 12.9494  0.071
H: 20.0277 19.5380 9.1816  0.068
H: 20.1419 20.3268 10.7948  0.090
H: 19.2352 21.0935 9.4869  0.082
H: 16.8137 21.0247 7.8868  0.104
H: 16.7065 19.3643 7.3080  0.085
H: 18.2662 20.0396 7.7379  0.063
I: 19.1889 16.2643 8.4793  1.086
C: 20.2491 14.4502 9.0032  -0.511
C: 21.5639 14.3760 8.6439  -0.163
C: 22.2342 13.1491 8.6377  -0.064
C: 21.5909 12.0098 9.0900  -0.012
C: 20.2276 12.0708 9.4781  -0.156
C: 19.5076 10.8853 9.8236  -0.025
C: 18.1923 10.9712 10.2140  -0.070
C: 17.5375 12.2414 10.2953  -0.148
C: 18.1755 13.3884 9.9122  -0.226
C: 19.4942 13.3109 9.4895  -0.267
H: 22.0963 15.2839 8.4365  0.092
H: 23.2925 13.1466 8.3872  0.114
H: 22.0402 11.0230 9.0318  0.117
H: 20.0322 9.9399 9.6899  0.117
H: 17.6703 10.0784 10.5674  0.102
H: 16.4992 12.2366 10.6476  0.078
C: 14.1492 12.9187 8.6011  -0.454
P: 14.5464 14.6456 9.2331  0.984
C: 14.0207 14.6755 10.9590  -0.406
C: 12.6928 14.4706 11.3801  -0.138
C: 12.4154 14.3383 12.7358  -0.053
C: 13.4273 14.3543 13.7277  -0.042
C: 14.7136 14.6583 13.3343  -0.068
C: 15.0074 14.7095 11.9535  -0.114
C: 13.4224 15.6136 8.2104  -0.388
C: 13.6953 15.4889 6.8084  -0.105
C: 12.9860 16.3080 5.9306  -0.064
C: 11.9746 17.1920 6.4280  -0.060
C: 11.7196 17.2703 7.7994  -0.076
C: 12.4583 16.4738 8.6928  -0.105
P: 13.0422 11.8644 9.6716  1.051
C: 11.3981 12.4472 9.1067  -0.415
C: 11.1212 12.8409 7.7861  -0.101
C: 9.8250 13.2675 7.4744  -0.079
C: 8.8158 13.2613 8.4358  -0.077
C: 9.1078 12.8516 9.7373  -0.077
C: 10.3964 12.4919 10.0664  -0.136
C: 13.2177 10.2833 8.7895  -0.395
C: 12.2445 9.6834 7.9931  -0.082
C: 12.4294 8.3920 7.5106  -0.084
C: 13.5838 7.6754 7.8062  -0.079
C: 14.5243 8.2560 8.6489  -0.078
C: 14.3776 9.5758 9.0969  -0.116
H: 15.1358 12.4182 8.5294  0.042
H: 13.7878 12.9734 7.5778  0.027
H: 11.8303 14.5852 10.6622  0.114
H: 11.3937 14.1602 13.0349  0.108
H: 13.1615 14.1486 14.7602  0.116
H: 15.5618 14.7685 14.0312  0.123
H: 16.0390 14.8400 11.5873  0.042
H: 14.4859 14.8180 6.4492  0.110
H: 13.2231 16.2462 4.8685  0.108
H: 11.4386 17.8605 5.6938  0.126
H: 10.9096 17.9005 8.1930  0.118
H: 12.3477 16.5941 9.7990  0.114
H: 11.9086 12.7338 7.0348  0.103
H: 9.6314 13.6587 6.4508  0.118
H: 7.7953 13.6111 8.1122  0.126
H: 8.3399 12.8907 10.5095  0.111
H: 10.6889 12.3265 11.1041  0.097
H: 11.3521 10.2544 7.6690  0.107
H: 11.5867 7.9531 6.9808  0.109
H: 13.6733 6.6205 7.4305  0.125
H: 15.3532 7.7011 9.0486  0.099
H: 15.0881 9.9690 9.8117  0.081



Computed, not measured: the molecule C14H14N4O, with ωB97M-V/def2-TZVPD.

The value obtained for the energy above the lowest of the compared OMol25 structures with the same formula, charge and spin is 829.8 kJ/mol. The lowest unoccupied orbital energy is 0.0 eV. The frontier orbital gap is 8.09 eV. Its strongest force on any atom is 0.2641 Eh/bohr. The SMILES is COc1ccccc1/C=N\N=C(/N)c1ccccn1. The calculation puts the calculated total energy at -22742.344 eV.

Each line ends with the Löwdin charge.
Cartesian coordinates (Å):
C: -4.2581 1.1360 0.6365  -0.198
O: -3.7838 2.2432 1.2227  -0.124
C: -2.2927 2.4839 0.9612  -0.006
C: -1.8284 3.9064 0.5408  0.008
C: -0.4724 4.0649 0.4546  -0.097
C: 0.5717 3.0549 0.5763  -0.007
C: 0.0097 1.7611 0.6293  -0.045
C: -1.2859 1.3868 0.9392  -0.186
C: -1.6097 0.1301 1.5115  -0.048
N: -1.0805 -1.2047 1.2860  0.108
N: 0.1457 -1.3023 0.5651  0.007
C: 0.4339 -1.4847 -0.5735  -0.359
N: -0.7075 -1.8620 -1.3888  0.168
C: 1.8099 -1.8471 -0.8319  -0.165
C: 2.8604 -1.9053 0.0362  0.001
C: 4.0879 -2.0591 -0.6318  -0.163
C: 4.2130 -2.7005 -1.6916  -0.046
C: 2.8894 -2.8291 -2.5656  -0.141
N: 1.9188 -2.5298 -2.0390  0.085
H: -3.6522 0.6819 -0.0600  0.046
H: -5.0350 1.5615 -0.2011  0.144
H: -4.7152 0.4249 1.3037  0.089
H: -2.7680 4.4161 0.5959  0.099
H: -0.2955 5.1032 0.2702  0.089
H: 1.5215 3.2487 0.3116  0.057
H: 0.6478 0.9072 0.7852  0.090
H: -2.3621 0.1069 2.1514  0.052
H: -1.5793 -1.9435 -1.2074  -0.015
H: -0.2494 -2.3990 -2.1272  0.070
H: 2.5901 -1.3846 0.9474  0.116
H: 4.9885 -1.9906 0.2250  0.173
H: 5.0018 -2.9594 -2.4236  0.109
H: 3.0164 -3.2367 -3.5054  0.088